[1]
ORCA calculation (the ωB97M-V functional and the def2-TZVPD basis) on C11H14BCeN7 as an isolated structure.

Calculated values
Lowest unoccupied orbital energy (alpha / beta): -12.358 / -12.379 eV
Gap between HOMO and LUMO (alpha / beta): 3.539 / 3.521 eV

Structure (ORCA input):
```
! RIJCOSX wB97M-V def2-TZVPD def2/J DEFGRID3
* xyz 2 1
H -0.27 2.81 2.48
N 0.04 1.59 0.77
B 0.64 0.68 -1.53
N 0.56 1.84 -0.48
C 0.90 3.13 -0.58
Ce -1.27 -0.51 1.54
H 1.33 3.49 -1.51
C 0.60 3.76 0.63
H 0.75 4.79 0.89
C 0.08 2.76 1.46
H 1.06 1.06 -2.58
C -1.32 -2.82 1.89
H -2.10 -2.78 2.70
H -0.43 -3.38 2.19
H -1.82 -3.28 1.01
N -0.78 0.07 -1.68
N 1.58 -0.39 -0.90
N -1.45 -0.41 -0.54
N 1.21 -1.03 0.28
C -1.57 -0.03 -2.74
C 2.76 -0.86 -1.34
H -1.18 0.33 -3.70
H 3.19 -0.46 -2.25
C -2.78 -0.62 -2.37
C 3.18 -1.86 -0.46
C -2.69 -0.87 -0.99
C 2.18 -1.94 0.53
H -3.60 -0.84 -3.02
H 4.08 -2.43 -0.53
H -3.38 -1.36 -0.31
H 2.12 -2.61 1.38
H -2.06 1.10 1.66
N 0.53 0.78 4.49
C -0.09 0.29 3.62
*
```

[2]
ORCA calculation (the ωB97M-V functional and the def2-TZVPD basis) on C11H14BF3N6O3PbS as an isolated structure.

Calculated values
Lowest unoccupied orbital energy (alpha / beta): -11.097 / -12.534 eV
Gap between HOMO and LUMO (alpha / beta): 4.169 / 2.728 eV
Energy relative to the best compared isomer or geometry (same formula, charge and spin): 0.0 kJ/mol

Structure (ORCA input):
```
! RIJCOSX wB97M-V def2-TZVPD def2/J DEFGRID3
* xyz 2 1
C 0.38 -1.91 2.93
N 0.88 -1.61 1.71
N 2.07 -2.30 1.55
C 2.30 -3.02 2.67
C 1.23 -2.83 3.56
B 2.95 -2.08 0.25
N 2.18 -2.17 -1.12
N 1.00 -1.51 -1.37
C 0.63 -1.77 -2.64
C 1.58 -2.62 -3.23
C 2.55 -2.83 -2.24
Pb -0.53 -0.46 0.29
N 3.49 -0.62 0.27
N 2.65 0.46 0.17
C 3.43 1.55 0.24
C 4.79 1.18 0.38
C 4.78 -0.22 0.39
H 3.02 2.56 0.17
H 5.55 -0.95 0.47
H 5.65 1.81 0.47
H 3.85 -2.87 0.24
H 3.48 -3.37 -2.25
H 3.17 -3.62 2.76
H 1.58 -3.02 -4.22
H 1.10 -3.30 4.50
H -0.27 -1.35 -3.08
H -0.51 -1.45 3.29
H 0.16 1.72 -1.43
C -0.55 2.20 -2.11
H -0.20 2.04 -3.12
H -1.55 1.75 -1.98
H -0.55 3.25 -1.84
F -3.48 2.49 2.93
C -2.42 1.70 2.69
F -2.23 0.90 3.77
F -2.79 0.87 1.66
S -0.79 2.54 2.23
O -1.07 3.32 1.04
O -0.41 3.26 3.43
O -0.02 1.28 1.94
*
```

[3]
ORCA calculation (the ωB97M-V functional and the def2-TZVPD basis) on C11H14BHfN7S as an isolated structure.

Calculated values
Lowest unoccupied orbital energy: -18.974 eV
Gap between HOMO and LUMO: 3.035 eV

Structure (ORCA input):
```
! RIJCOSX wB97M-V def2-TZVPD def2/J DEFGRID3
* xyz 4 1
C 0.09 -3.17 -1.28
N 0.20 -1.85 -0.91
N 0.90 -1.13 -1.89
C 1.21 -2.00 -2.85
C 0.71 -3.28 -2.51
B 1.15 0.47 -1.61
N -0.22 1.21 -1.45
N -1.07 0.87 -0.40
C -2.14 1.72 -0.47
C -2.01 2.54 -1.58
C -0.79 2.21 -2.16
Hf -0.25 -0.86 0.71
N 1.92 0.60 -0.23
N 1.48 0.06 1.02
C 2.38 0.50 1.96
C 3.43 1.20 1.32
C 3.09 1.24 -0.03
H 2.23 0.31 3.02
H 3.64 1.69 -0.88
H 4.34 1.60 1.79
H 1.78 0.95 -2.52
H -0.29 2.63 -3.03
H 1.76 -1.66 -3.72
H -2.71 3.28 -1.94
H 0.76 -4.19 -3.06
H -2.93 1.69 0.26
H -0.42 -3.83 -0.56
H -0.34 1.86 3.69
C -1.40 1.72 4.04
H -2.05 1.92 3.14
H -4.92 -2.26 1.80
H -1.50 0.63 4.28
S -1.29 -2.55 2.42
C -2.80 -2.21 1.98
N -3.94 -1.92 1.67
*
```

[4]
ORCA calculation (the ωB97M-V functional and the def2-TZVPD basis) on C11H14BN7SV as an isolated structure.

Calculated values
Lowest unoccupied orbital energy (alpha / beta): 0.569 / -3.688 eV
Gap between HOMO and LUMO (alpha / beta): 8.033 / 5.114 eV
Energy relative to the best compared isomer or geometry (same formula, charge and spin): 276.7 kJ/mol

Structure (ORCA input):
```
! RIJCOSX wB97M-V def2-TZVPD def2/J DEFGRID3
* xyz 0 4
H -0.83 -1.16 -2.53
N 0.58 0.09 -1.56
B 2.38 1.79 -1.04
N 1.43 1.08 -2.05
C 1.32 1.16 -3.38
V 0.49 -0.31 0.69
H 1.96 1.89 -3.92
C 0.39 0.25 -3.79
H 0.06 0.06 -4.83
C -0.06 -0.38 -2.63
H 3.17 2.53 -1.60
C 0.43 -0.90 2.41
H -0.45 -1.57 2.51
H 0.32 0.16 2.73
H 1.34 -1.45 2.57
N 3.10 0.64 -0.25
N 1.52 2.58 -0.01
N 2.35 -0.34 0.44
N 0.66 1.88 0.84
C 4.41 0.35 -0.15
C 1.46 3.88 0.27
H 5.15 0.98 -0.65
H 2.06 4.57 -0.30
C 4.54 -0.80 0.63
C 0.55 4.07 1.32
C 3.27 -1.20 0.98
C 0.07 2.78 1.64
H 5.48 -1.30 0.91
H 0.28 5.00 1.77
H 2.93 -2.03 1.62
H -0.64 2.50 2.39
H 0.19 -1.62 0.07
S -1.94 -0.19 0.31
C -2.43 -1.72 -0.03
N -2.64 -2.86 -0.26
*
```

[5]
ORCA calculation (the ωB97M-V functional and the def2-TZVPD basis) on C11H14BN7SeZr as an isolated structure.

Calculated values
Lowest unoccupied orbital energy: -8.337 eV
Gap between HOMO and LUMO: 5.674 eV

Structure (ORCA input):
```
! RIJCOSX wB97M-V def2-TZVPD def2/J DEFGRID3
* xyz 2 1
H 0.96 3.31 1.54
N 0.59 1.76 0.13
B 0.26 0.35 -2.00
N 0.61 1.70 -1.26
C 0.94 2.89 -1.73
Zr 0.20 0.06 1.23
H 0.99 3.07 -2.81
C 1.13 3.77 -0.67
H 1.42 4.80 -0.72
C 0.92 3.04 0.50
H 0.35 0.48 -3.19
C -1.05 -2.11 2.64
H -0.73 -2.69 3.51
H -0.68 -2.54 1.68
H -2.11 -1.85 2.55
N -1.21 -0.02 -1.59
N 1.23 -0.75 -1.47
N -1.55 -0.18 -0.25
N 1.35 -1.07 -0.12
C -2.30 -0.21 -2.34
C 2.07 -1.53 -2.16
H -2.21 -0.11 -3.42
H 2.11 -1.46 -3.24
C -3.38 -0.46 -1.51
C 2.74 -2.38 -1.28
C -2.87 -0.46 -0.20
C 2.28 -2.08 0.00
H -4.39 -0.65 -1.80
H 3.49 -3.11 -1.53
H -3.36 -0.63 0.76
H 2.53 -2.48 0.97
H -1.10 -0.83 3.84
Se 1.18 1.56 5.64
C 0.16 0.69 4.55
N -0.55 0.12 3.73
*
```

[6]
ORCA calculation (the ωB97M-V functional and the def2-TZVPD basis) on C11H14Br2CrNO7P as an isolated structure.

Calculated values
Lowest unoccupied orbital energy (alpha / beta): -4.262 / -4.467 eV
Gap between HOMO and LUMO (alpha / beta): 9.016 / 8.853 eV
Energy relative to the best compared isomer or geometry (same formula, charge and spin): 11.9 kJ/mol

Structure (ORCA input):
```
! RIJCOSX wB97M-V def2-TZVPD def2/J DEFGRID3
* xyz 1 4
Cr -0.13 -0.49 1.06
O 3.27 0.21 -0.89
C 2.19 0.20 -0.37
O 1.57 -0.82 0.19
C 1.35 1.48 -0.26
C 1.70 2.76 -0.61
C 0.80 3.79 -0.34
C -0.42 3.51 0.28
C -0.70 2.20 0.60
N 0.17 1.23 0.32
C -1.93 1.64 1.33
O -2.93 2.29 1.47
O -1.72 0.40 1.72
H 2.66 2.94 -1.08
H 1.04 4.81 -0.59
H -1.14 4.28 0.52
Br 1.45 -0.01 3.29
C 1.43 -1.93 3.50
Br -0.13 -2.61 2.54
H 1.33 -2.19 4.55
H 2.32 -2.34 3.05
C -3.68 -2.01 1.03
O -2.57 -2.30 0.14
P -1.63 -1.24 -0.52
O -1.00 -1.99 -1.76
C -0.08 -3.10 -1.60
O -2.62 -0.23 -1.20
C -2.28 0.71 -2.24
H -3.86 -2.92 1.60
H -4.56 -1.77 0.44
H -3.45 -1.19 1.70
H 0.18 -3.42 -2.60
H -0.56 -3.92 -1.07
H 0.82 -2.78 -1.07
H -3.20 0.92 -2.78
H -1.55 0.28 -2.92
H -1.90 1.64 -1.80
*
```

F_max in eV/Å, matching the order above: 4.38; 3.61; 7.32; 6.71; 5.14; 1.37